[1]
79
Properties=species:S:1:pos:R:3 method="wB97M-V/def2-TZVPD" e_lumo_ev="2.716 / 2.627" multiplicity=4 homo_energy_ev="-4.5 / -4.9" total_charge=-1 gap_ev="7.17 / 7.55"
Co 0.184 -0.626 -0.024
C 0.710 -1.360 2.165
C -0.367 -0.422 2.176
C 0.195 0.828 1.707
C 1.586 0.586 1.467
C 1.911 -0.741 1.781
C 3.290 -1.354 1.903
C 3.309 -2.811 1.433
C 3.661 -1.313 3.397
C 4.340 -0.559 1.128
C -0.339 2.260 1.610
C -0.145 2.985 2.953
C -1.802 2.357 1.172
C 0.480 3.052 0.577
C -1.697 -0.781 2.872
C -2.956 -0.779 1.996
C -1.913 0.150 4.075
C -1.611 -2.204 3.451
H 0.621 -2.394 2.454
H 2.284 1.323 1.105
H 2.609 -3.419 2.012
H 4.308 -3.232 1.573
H 3.042 -2.871 0.379
H 2.940 -1.880 3.990
H 3.667 -0.285 3.764
H 4.655 -1.744 3.553
H 4.157 -0.590 0.056
H 5.329 -0.988 1.308
H 4.368 0.483 1.459
H -0.707 2.518 3.759
H -0.470 4.027 2.869
H 0.910 2.975 3.234
H -2.485 1.967 1.923
H -1.970 1.813 0.239
H -2.065 3.404 1.002
H 1.515 3.189 0.891
H 0.040 4.043 0.446
H 0.472 2.547 -0.389
H -3.086 0.128 1.416
H -3.834 -0.901 2.638
H -2.944 -1.604 1.286
H -2.192 1.155 3.766
H -1.009 0.215 4.684
H -2.724 -0.237 4.698
H -1.441 -2.943 2.667
H -2.564 -2.445 3.928
H -0.821 -2.294 4.200
O 3.750 -1.080 -2.264
C 2.614 -0.781 -1.926
O 1.892 -1.407 -1.063
C 1.959 0.473 -2.583
P 0.201 0.126 -2.339
C -0.937 1.421 -2.801
C -0.595 2.776 -2.754
C -1.576 3.748 -2.718
C -2.915 3.367 -2.692
C -3.259 2.032 -2.773
C -2.292 1.015 -2.831
C -0.133 -1.220 -3.520
C -0.339 -0.916 -4.865
C -0.586 -1.922 -5.786
C -0.629 -3.245 -5.368
C -0.426 -3.555 -4.032
C -0.180 -2.548 -3.110
H 2.282 0.565 -3.619
H 2.261 1.361 -2.022
H 0.451 3.060 -2.735
H -1.304 4.796 -2.696
H -3.690 4.121 -2.635
H -4.297 1.723 -2.769
H -2.523 0.225 -3.538
H -0.317 0.119 -5.188
H -0.751 -1.673 -6.827
H -0.826 -4.033 -6.084
H -0.465 -4.585 -3.702
H -0.020 -2.792 -2.069
S -4.344 -0.894 -1.485
C -2.710 -0.596 -1.268
N -1.735 -0.909 -0.689

[2]
85
Properties=species:S:1:pos:R:3 method="wB97M-V/def2-TZVPD" e_lumo_ev=4.752 e_above_lowest_kcal_mol=0.0 multiplicity=1 homo_energy_ev=-0.5 total_charge=-2 gap_ev=5.21
Pd -0.321 -0.022 0.212
C -2.304 -1.319 1.716
Si -0.918 -2.529 2.266
C -1.179 -2.691 4.145
C -1.508 -4.210 1.611
N 0.702 -2.316 1.921
P 1.662 -1.090 1.484
C 1.820 -0.581 -0.124
P 1.842 0.956 -0.845
N 1.142 1.154 -2.291
Si -0.263 1.982 -2.672
C 0.013 3.861 -2.813
C -0.798 1.547 -4.449
C -1.809 1.805 -1.569
C 3.644 1.240 -1.292
C 4.068 1.255 -2.618
C 5.415 1.402 -2.941
C 6.366 1.546 -1.937
C 5.957 1.532 -0.607
C 4.614 1.371 -0.296
C 1.559 2.536 0.127
C 0.401 2.674 0.896
C 0.103 3.861 1.554
C 0.961 4.948 1.453
C 2.103 4.841 0.669
C 2.394 3.653 0.010
C 1.652 0.177 2.866
C 0.439 0.640 3.377
C 0.390 1.546 4.425
C 1.567 2.022 4.993
C 2.783 1.579 4.496
C 2.823 0.665 3.446
C 3.304 -1.889 1.929
C 4.437 -1.663 1.159
C 5.673 -2.199 1.517
C 5.785 -2.993 2.650
C 4.652 -3.251 3.419
C 3.427 -2.700 3.060
H -3.152 -1.854 1.280
H -1.958 -0.614 0.916
H -2.660 -0.709 2.551
H -2.244 -2.806 4.391
H -0.793 -1.816 4.678
H -0.649 -3.574 4.519
H -2.498 -4.443 2.025
H -0.814 -5.001 1.916
H -1.587 -4.226 0.520
H 0.839 4.050 -3.511
H 0.280 4.313 -1.852
H -0.881 4.370 -3.198
H 0.087 1.398 -5.080
H -1.366 2.385 -4.872
H -1.433 0.658 -4.491
H -1.911 2.670 -0.909
H -1.704 0.903 -0.923
H -2.735 1.681 -2.142
H 3.308 1.165 -3.386
H 5.725 1.416 -3.981
H 7.414 1.667 -2.187
H 6.690 1.640 0.187
H 4.297 1.359 0.744
H -0.282 1.802 0.964
H -0.800 3.934 2.150
H 0.737 5.876 1.968
H 2.769 5.691 0.561
H 3.274 3.600 -0.618
H -0.482 0.268 2.943
H -0.569 1.887 4.801
H 1.536 2.733 5.810
H 3.710 1.940 4.929
H 3.783 0.324 3.077
H 4.334 -1.060 0.265
H 6.548 -1.994 0.908
H 6.745 -3.412 2.932
H 4.729 -3.885 4.296
H 2.537 -2.886 3.651
N 0.044 -1.906 -4.821
N -0.283 -2.067 -3.472
N 0.430 -2.813 -2.662
C -0.177 -2.574 -1.506
N -1.221 -1.731 -1.648
N -1.272 -1.432 -2.928
H -0.134 -0.925 -5.021
H 1.046 -2.058 -4.855
H 0.154 -2.980 -0.564

[3]
91
Properties=species:S:1:pos:R:3 method="wB97M-V/def2-TZVPD" e_lumo_ev="-4.156 / -4.157" e_above_lowest_kcal_mol=40.2 multiplicity=1 homo_energy_ev="-10.4 / -10.4" total_charge=+1 gap_ev="6.27 / 6.27"
Au 0.059 -0.370 0.030
C -0.629 -4.182 -1.065
N -1.093 -3.969 0.298
C -2.237 -4.499 0.843
C -2.283 -4.074 2.126
N -1.171 -3.302 2.365
B -0.935 -2.779 3.823
N 0.141 -1.646 3.915
C 1.121 -1.675 4.870
C 1.728 -0.461 4.895
N 1.115 0.302 3.936
C 1.334 1.726 3.725
C 0.158 -0.441 3.352
S -0.891 0.126 2.086
C -0.442 -3.249 1.244
S 1.081 -2.476 0.967
H -1.394 -4.741 -1.597
H 0.302 -4.743 -1.056
H -0.454 -3.228 -1.560
H -2.898 -5.130 0.276
H -3.005 -4.264 2.899
H -0.524 -3.681 4.502
H -1.991 -2.345 4.205
H 1.297 -2.559 5.454
H 2.522 -0.074 5.506
H 2.298 1.985 4.156
H 0.551 2.297 4.221
H 1.330 1.938 2.662
C -5.023 0.844 -0.465
N -4.046 1.657 -1.192
C -4.021 1.246 -2.592
N -3.786 -0.181 -2.785
C -4.774 -0.939 -2.016
N -4.799 -0.600 -0.591
C -3.613 -1.075 0.132
P -2.169 -0.239 -0.617
C -2.733 1.517 -0.573
C -2.434 -0.573 -2.403
H -6.015 1.056 -0.868
H -5.013 1.122 0.590
H -3.249 1.809 -3.118
H -4.990 1.491 -3.032
H -4.585 -2.007 -2.134
H -5.763 -0.717 -2.420
H -3.518 -2.157 0.026
H -3.681 -0.846 1.196
H -1.987 2.135 -1.076
H -2.798 1.848 0.466
H -2.313 -1.645 -2.587
H -1.663 -0.058 -2.976
O 0.464 -0.446 -1.923
C 1.474 -0.847 -2.838
C 2.901 -0.668 -2.338
C 3.906 0.010 -2.969
C 5.156 -0.091 -2.307
C 5.078 -0.835 -1.170
S 3.501 -1.429 -0.913
C 1.246 0.109 -4.001
C 1.611 -0.018 -5.306
C 1.285 1.128 -6.084
C 0.676 2.094 -5.345
S 0.493 1.626 -3.710
C 1.228 -2.263 -3.337
C 0.162 -2.656 -4.101
C 0.170 -4.040 -4.403
C 1.260 -4.670 -3.878
S 2.263 -3.595 -3.018
H 3.752 0.548 -3.892
H 6.071 0.360 -2.663
H 5.872 -1.078 -0.482
H 2.094 -0.902 -5.698
H 1.486 1.222 -7.141
H 0.310 3.049 -5.686
H -0.582 -1.959 -4.460
H -0.574 -4.538 -5.007
H 1.533 -5.708 -3.978
C 5.031 2.476 1.389
C 3.935 3.069 0.498
C 4.487 3.375 -0.899
C 3.339 4.338 1.123
C 2.848 2.076 0.371
N 2.006 1.305 0.259
H 5.859 3.184 1.439
H 5.403 1.538 0.977
H 4.675 2.294 2.402
H 5.237 4.160 -0.807
H 3.700 3.721 -1.570
H 4.950 2.493 -1.335
H 4.132 5.076 1.242
H 2.910 4.139 2.106
H 2.566 4.764 0.484

[4]
85
Properties=species:S:1:pos:R:3 method="wB97M-V/def2-TZVPD" e_lumo_ev="-7.461 / -7.458" e_above_lowest_kcal_mol=24.0 multiplicity=2 homo_energy_ev="-15.7 / -15.7" total_charge=+3 gap_ev="8.27 / 8.28"
Ce -0.372 2.951 -0.067
C 3.303 1.882 0.325
C 3.527 2.145 -1.154
S 2.005 2.611 -2.062
C 2.389 4.317 -2.633
C 1.362 5.389 -2.299
S 0.811 5.581 -0.566
C 2.306 5.878 0.440
C 3.233 4.702 0.712
S 2.384 3.165 1.248
H 4.260 1.732 0.824
H 2.687 0.995 0.473
H 3.885 1.224 -1.614
H 4.287 2.903 -1.332
H 2.453 4.262 -3.719
H 3.377 4.576 -2.259
H 0.423 5.203 -2.823
H 1.744 6.357 -2.623
H 1.897 6.275 1.369
H 2.863 6.680 -0.046
H 3.922 4.974 1.512
H 3.818 4.458 -0.167
C -2.111 0.996 2.519
C -1.597 2.409 2.441
C -0.484 2.818 3.173
C -0.088 4.160 3.205
C 0.999 4.603 4.136
C -0.766 5.076 2.402
C -1.879 4.699 1.642
C -2.660 5.723 0.865
C -2.310 3.368 1.699
H -1.323 0.305 2.812
H -2.538 0.684 1.566
H -2.902 0.938 3.269
H 0.024 2.105 3.812
H 1.828 3.895 4.153
H 0.597 4.654 5.151
H 1.374 5.593 3.881
H -0.496 6.126 2.441
H -3.439 6.146 1.503
H -3.154 5.284 -0.003
H -2.027 6.548 0.540
H -3.253 3.089 1.244
F 0.466 -3.719 2.463
C 0.062 -3.367 1.230
C 0.116 -2.045 0.918
C -0.353 -1.577 -0.318
C -0.391 -0.172 -0.608
O 0.126 0.714 0.162
C -1.092 0.191 -1.801
C -1.495 -0.758 -2.687
N -1.322 -2.074 -2.466
C -1.740 -3.012 -3.496
C -0.705 -3.904 -4.116
C -1.293 -2.777 -4.906
C -0.848 -2.517 -1.244
C -0.870 -3.874 -0.906
C -0.443 -4.347 0.331
N -0.523 -5.698 0.644
C -1.555 -6.556 0.080
C -0.924 -7.838 -0.472
N 0.233 -8.239 0.402
C 0.015 -7.794 1.813
C 0.062 -6.266 1.868
C -1.439 1.656 -1.753
O -0.769 2.544 -2.322
O -2.212 1.955 -0.801
H 0.488 -1.340 1.650
H -1.987 -0.499 -3.615
H -2.739 -3.400 -3.340
H -0.984 -4.918 -4.367
H 0.316 -3.792 -3.776
H -2.001 -3.006 -5.689
H -0.661 -1.925 -5.118
H -1.241 -4.568 -1.644
H -2.093 -6.061 -0.720
H -2.296 -6.796 0.849
H -0.553 -7.701 -1.485
H -1.654 -8.646 -0.476
H 1.092 -7.809 0.056
H 0.372 -9.250 0.359
H 0.787 -8.211 2.456
H -0.944 -8.194 2.135
H 1.097 -5.940 1.950
H -0.461 -5.948 2.773

[5]
82
Properties=species:S:1:pos:R:3 method="wB97M-V/def2-TZVPD" e_lumo_ev="4.623 / 4.622" e_above_lowest_kcal_mol=0.0 multiplicity=2 homo_energy_ev="0.2 / 0.6" total_charge=-2 gap_ev="4.39 / 4.02"
Cu -0.563 1.015 0.432
C -1.659 -0.454 0.131
Ge -1.737 -1.909 1.307
C -0.604 -3.426 0.603
C -0.522 -3.557 -0.787
C 0.212 -4.576 -1.383
C 0.907 -5.485 -0.594
C 0.846 -5.369 0.789
C 0.090 -4.359 1.376
C -3.551 -2.800 1.311
C -4.584 -2.164 0.620
C -5.854 -2.720 0.532
C -6.122 -3.943 1.137
C -5.110 -4.593 1.831
C -3.843 -4.021 1.916
C -1.339 -2.023 3.300
C -2.308 -2.067 4.301
C -1.971 -2.027 5.652
C -0.642 -1.946 6.038
C 0.346 -1.898 5.059
C -0.005 -1.928 3.717
H -1.034 -2.820 -1.398
H 0.253 -4.654 -2.465
H 1.491 -6.277 -1.052
H 1.388 -6.073 1.413
H 0.056 -4.289 2.457
H -4.357 -1.212 0.151
H -6.640 -2.202 -0.010
H -7.110 -4.385 1.068
H -5.307 -5.549 2.306
H -3.064 -4.543 2.463
H -3.356 -2.132 4.024
H -2.752 -2.057 6.405
H -0.376 -1.915 7.089
H 1.390 -1.826 5.347
H 0.770 -1.874 2.964
C 1.053 5.514 -0.059
Si -0.345 4.240 0.168
C -1.511 5.030 1.445
C -1.335 4.245 -1.452
O 0.213 2.825 0.574
H 0.714 6.471 -0.463
H 1.805 5.102 -0.736
H 1.539 5.702 0.902
H -1.859 6.016 1.123
H -1.008 5.144 2.409
H -2.383 4.391 1.599
H -1.668 5.246 -1.744
H -2.214 3.609 -1.325
H -0.747 3.827 -2.271
C 0.472 -2.170 -4.699
N -0.949 -1.948 -4.547
C -1.656 -1.888 -5.808
C -1.299 -0.996 -3.567
N -0.389 -0.331 -2.980
N -2.684 -0.895 -3.388
C -3.156 0.285 -2.668
C -3.383 -2.114 -3.009
H 0.625 -3.078 -5.289
H 0.925 -2.285 -3.718
H 0.977 -1.331 -5.198
H -1.332 -1.037 -6.429
H -2.723 -1.793 -5.639
H -1.466 -2.805 -6.374
H -0.733 0.102 -2.109
H -2.917 0.208 -1.604
H -4.240 0.341 -2.806
H -2.699 1.171 -3.104
H -2.945 -2.962 -3.532
H -4.440 -2.034 -3.286
H -3.303 -2.282 -1.930
C 3.400 -1.982 1.128
C 2.749 -1.968 -0.097
C 1.889 -0.917 -0.387
N 1.671 0.094 0.459
C 2.317 0.086 1.622
C 3.185 -0.927 2.004
H 4.045 -2.808 1.399
H 2.872 -2.783 -0.798
H 1.316 -0.887 -1.310
H 2.103 0.925 2.278
H 3.665 -0.902 2.975

| no. | molecular weight (g mol⁻¹) |
| --- | --- |
| 1 | 593.66 |
| 2 | 748.27 |
| 3 | 953.83 |
| 4 | 772.02 |
| 5 | 662.96 |